Molecular formula: C5H5N
Method: DFT, ωB97M-V with the def2-TZVPD basis set

Highest occupied orbital energy (Eh): -0.3175
Net charge: 0
Energy relative to the best compared isomer or geometry (same formula, charge and spin) (eV): 5.041
E_LUMO (eV): 1.2
SMILES: [C@@H]12[C@H]3[C@@H]1N1[C@H]3[C@H]21
Total energy (eV): -6750.8665

Cartesian coordinates (Å):
C (-1.014, 0.228, 0.164)
C (-0.246, -0.997, -0.315)
C (-0.200, 0.292, -1.096)
N (1.046, 0.737, -0.369)
C (0.981, -0.491, 0.467)
C (0.252, 0.728, 0.884)
H (-2.072, 0.276, 0.389)
H (-0.576, -1.993, -0.584)
H (-0.442, 0.698, -2.072)
H (1.827, -0.992, 0.928)
H (0.443, 1.513, 1.605)